[1]
{
  "formula": "C6H11BrP",
  "method": "ωB97M-V/def2-TZVPD",
  "total_charge": 1,
  "e_above_lowest_kcal_mol": 61.9,
  "symbols": ["Br", "P", "C", "C", "C", "C", "C", "C", "H", "H", "H", "H", "H", "H", "H", "H", "H", "H", "H"],
  "positions_angstrom": [[3.359510, -0.381629, -0.110825], [1.304278, 0.522237, -0.003087], [0.212708, -0.992412, -0.030552], [-1.130697, -0.617168, -0.593670], [1.064725, 1.631732, -1.254324], [-2.266405, -1.690509, -0.251775], [1.219763, 1.179401, 1.713185], [-1.375868, 0.587431, -1.100970], [1.556484, 1.649938, -2.264672], [0.577237, 2.568153, -0.806258], [1.204358, 0.441037, 2.564931], [2.113629, 1.764831, 1.940833], [-1.892886, 0.963677, -1.869462], [0.312384, 1.709476, 1.826840], [-3.284913, -1.351751, -0.184385], [-1.985775, -2.560480, -0.754784], [-1.862036, -2.098040, 0.742019], [0.640371, -1.858500, -0.564136], [0.233134, -1.467424, 1.001090]],
  "atomic_forces_ev_per_a": [[-0.9, 0.4, 0.0], [1.3, -2.2, 1.3], [0.7, -0.7, 0.8], [-1.4, 0.4, 0.9], [-2.7, 1.5, 0.1], [3.1, 1.2, 2.5], [0.8, -1.1, 0.5], [4.2, -2.8, 2.3], [-0.8, -0.2, 1.3], [1.1, -1.1, -1.1], [0.0, 0.0, -1.4], [-0.3, 0.4, -0.4], [-2.0, 1.9, -2.4], [-0.9, 1.1, 0.0], [-0.1, -0.1, -0.4], [-0.5, -1.3, -1.9], [-1.3, 1.1, -0.6], [0.1, 0.7, -0.5], [-0.5, 1.0, -0.8]]
}

[2]
{
  "formula": "C32H15Cl88FN5S2",
  "method": "ωB97M-V/def2-TZVPD",
  "total_energy_ha": -42894.58071,
  "total_charge": 1,
  "symbols": ["Cl", "Cl", "Cl", "Cl", "Cl", "Cl", "Cl", "Cl", "Cl", "Cl", "Cl", "Cl", "Cl", "Cl", "Cl", "Cl", "Cl", "Cl", "Cl", "Cl", "Cl", "Cl", "Cl", "Cl", "Cl", "Cl", "Cl", "Cl", "Cl", "Cl", "Cl", "Cl", "Cl", "Cl", "Cl", "Cl", "Cl", "Cl", "Cl", "Cl", "Cl", "Cl", "Cl", "Cl", "Cl", "Cl", "Cl", "Cl", "Cl", "Cl", "Cl", "Cl", "Cl", "Cl", "Cl", "Cl", "Cl", "Cl", "Cl", "Cl", "Cl", "Cl", "Cl", "Cl", "Cl", "Cl", "Cl", "Cl", "Cl", "Cl", "Cl", "Cl", "Cl", "Cl", "Cl", "Cl", "Cl", "Cl", "Cl", "Cl", "Cl", "Cl", "Cl", "Cl", "Cl", "Cl", "Cl", "Cl", "S", "S", "F", "N", "N", "N", "N", "N", "C", "C", "C", "C", "C", "C", "C", "C", "C", "C", "C", "C", "C", "C", "C", "C", "C", "C", "C", "C", "C", "C", "C", "C", "C", "C", "C", "C", "C", "C", "C", "C", "H", "H", "H", "H", "H", "H", "H", "H", "H", "H", "H", "H", "H", "H", "H"],
  "positions_angstrom": [[0.314885, -4.239700, -2.635156], [0.989563, 0.946792, -8.656450], [-5.480903, 8.581366, 2.166832], [-5.310760, 7.701037, 4.908849], [10.280980, -7.730327, -8.230621], [-10.016264, 6.514197, -11.376753], [1.661974, 6.697742, -2.475743], [-7.203286, 7.674926, -7.996835], [2.745438, -1.052508, -3.562784], [-5.141054, 5.780020, 2.762230], [-7.050070, 5.816257, -10.202094], [4.896123, 5.610017, 6.779504], [-2.631915, 8.175040, -7.505967], [0.644002, -7.074125, -2.224245], [-4.179418, 0.373348, 10.064060], [1.598608, -8.548299, 6.451597], [-9.444758, -6.502417, 6.436512], [-11.916999, 8.269626, -10.107065], [-3.257253, 2.091393, -0.189766], [-6.435099, -1.525886, 4.155126], [4.673924, -5.304440, -7.545953], [-1.114826, -7.847247, 5.763535], [4.131171, 7.562336, -1.234330], [12.982322, -7.499485, -9.219517], [-1.617303, 7.203146, 2.488251], [4.580382, -2.914755, -4.783830], [-3.030400, 8.769516, -4.399676], [-0.192982, 6.924343, -8.444879], [-5.028145, -5.567700, 11.906569], [-12.832774, 6.267419, -11.974639], [-1.932191, 4.475022, 0.776765], [6.123094, -11.388967, -7.590431], [4.172391, -10.495582, 5.916723], [5.885875, 5.531290, 3.657914], [-10.603343, -3.926456, 5.862349], [7.273900, 4.700250, 8.142883], [8.993255, -11.156098, -7.750715], [6.878378, -3.892237, -8.760069], [-2.180678, 6.018583, -4.389804], [6.039652, 7.196544, 8.901191], [4.733786, 4.697210, 9.516876], [-1.383160, -0.314236, 9.902225], [-7.778900, 8.585711, -10.674105], [-6.412570, -4.019233, 2.627078], [-6.066517, -5.193990, 9.241947], [-6.790957, -3.358352, 11.335065], [0.812156, -5.771735, 6.339652], [-0.373012, 3.213331, -7.504460], [7.747905, -11.939368, -5.268895], [-8.583020, -4.179739, 7.904402], [10.773554, -6.539491, -10.810070], [-5.077213, 7.894139, -9.933908], [7.469835, -9.229600, -6.232420], [-4.097056, -3.344211, 10.324219], [-7.651591, 7.082631, 3.337910], [-0.298906, -5.411067, -0.060581], [-1.950130, 8.241856, -10.314476], [4.365859, -10.027913, 8.759114], [5.835367, -12.196564, 7.549392], [-1.075918, 9.873302, 1.542949], [1.527494, 1.717719, -5.929342], [3.291119, -0.888594, -6.382539], [-7.885421, -4.492093, 5.083910], [0.807330, 8.555721, 3.282587], [3.137540, 6.149730, 4.432628], [-2.121460, 4.021253, -2.049716], [2.962767, -12.347365, 7.769907], [3.303384, 4.797317, -1.036042], [-2.750862, 5.755435, -9.079000], [-0.376035, 2.373490, -0.469789], [7.105755, -4.851897, -6.046257], [-0.346349, 8.094319, -5.230143], [-3.939510, -2.746316, 3.370990], [11.155130, -9.375493, -10.433108], [1.755619, -3.095970, -5.348431], [4.092673, 6.743653, 1.756520], [4.206762, 5.851140, -3.563613], [-1.082023, 7.892685, -2.454599], [0.486307, 7.650895, 0.562885], [2.443654, -5.212322, -0.955028], [-5.651769, -1.524189, 1.392148], [7.089303, -6.722484, -8.237320], [-2.396232, 1.078377, 12.212095], [-2.209210, 2.451293, 9.686348], [3.686470, 4.014432, 2.539409], [-11.345402, 8.553488, -12.921787], [-1.013950, 0.541535, -6.618036], [-0.165819, -7.470262, 8.460256], [1.241535, -2.039719, 0.197468], [4.112614, -1.854785, -0.502875], [-0.435003, 0.252955, 4.590983], [2.672877, 0.274492, 0.125923], [2.872528, 2.209935, 0.998329], [1.145466, -1.910828, 4.794719], [-0.475356, -3.167653, 3.874747], [-0.661571, -0.785189, 3.756235], [-5.898755, 7.289307, 3.295082], [3.098123, -1.990621, -5.023043], [0.058065, -0.761237, 0.698945], [2.188952, 2.365337, -0.146456], [0.282294, 1.607188, -7.178492], [0.771555, -3.906644, 3.552297], [-11.528648, 7.398755, -11.595704], [-1.927925, 3.240178, -0.479508], [-1.513392, -0.487980, 2.610049], [5.735052, 5.551929, 8.333996], [6.436058, -5.193346, -7.650864], [4.335679, -11.270032, 7.502113], [7.585324, -10.930124, -6.710943], [0.779744, -5.485524, -1.474099], [-9.122801, -4.770312, 6.325825], [-6.782253, 7.494879, -9.704666], [-0.082215, -1.901156, 4.076196], [11.299483, -7.785770, -9.673082], [-5.631715, -2.449613, 2.896821], [0.281864, -7.419755, 6.757484], [-5.491079, -4.369719, 10.695401], [-1.881392, 7.275176, -8.833015], [-1.202998, -1.340016, 1.380063], [-2.546540, 0.902926, 10.467004], [-0.346900, 8.323149, 1.971361], [2.066464, 1.117119, -0.746894], [2.745037, -1.140702, -0.073668], [3.172884, 0.960596, 1.168495], [3.329439, 6.227658, -2.078226], [4.208969, 5.608795, 3.106775], [-1.655886, 7.691766, -4.120401], [1.890662, -2.916225, 3.949823], [3.724256, 0.546006, 1.991226], [0.881933, -2.466897, 5.611335], [1.588269, 0.797857, -1.655123], [0.873606, -4.818224, 4.139479], [-1.032206, -2.390725, 1.603307], [-2.060265, -1.232073, 0.720091], [-2.571257, -0.614329, 2.870593], [-1.380616, 0.571422, 2.387816], [1.789421, 3.236796, -0.591691], [-0.244222, -0.179224, -0.163522], [0.543210, -0.049728, 1.370772], [2.775587, -3.325115, 4.423160], [2.242500, -2.296748, 3.120470], [0.794500, -4.147296, 2.488797], [-1.283224, -3.339071, 3.288671]],
  "atomic_forces_ev_per_a": [[-0.1, -0.1, 0.2], [0.0, 0.0, 0.0], [0.0, 0.0, 0.0], [0.0, 0.0, 0.0], [0.1, 0.0, 0.0], [-0.5, -0.3, -0.1], [0.5, -0.2, 0.1], [0.0, 0.0, 0.0], [-0.1, 0.0, 0.0], [0.0, 0.0, 0.0], [0.0, 0.0, 0.0], [0.1, 0.0, 0.6], [0.0, -0.1, -0.4], [0.0, 0.1, 0.1], [0.0, 0.0, 0.0], [-0.1, 0.1, 0.0], [0.0, 0.0, 0.0], [0.0, 0.0, 0.0], [0.1, 0.0, 0.0], [0.1, -0.1, -0.1], [0.0, 0.0, 0.0], [0.0, 0.1, 0.0], [-0.1, 0.0, -0.4], [0.0, 0.0, 0.0], [-0.1, 0.1, 0.1], [-0.1, 0.1, 0.1], [0.0, 0.0, 0.2], [0.0, 0.0, -0.1], [0.0, 0.0, 0.0], [0.0, 0.0, 0.0], [0.1, -0.2, 0.0], [0.0, 0.0, 0.0], [0.1, 0.0, 0.0], [-0.1, 0.1, -0.1], [0.0, 0.0, 0.0], [0.0, 0.0, 0.0], [0.0, 0.0, 0.0], [0.0, 0.0, 0.1], [0.1, 0.2, -0.2], [0.0, 0.0, 0.0], [0.0, 0.0, 0.0], [0.0, 0.0, 0.0], [0.4, 0.2, 0.2], [0.4, 0.4, -0.3], [0.5, 0.0, 0.3], [0.0, 0.0, 0.0], [0.0, 0.0, 0.3], [0.0, 0.0, 0.0], [0.0, 0.0, 0.0], [-0.3, 0.1, -0.5], [0.0, 0.0, 0.0], [-0.4, 0.2, -0.1], [0.0, -0.2, 0.1], [0.0, -0.1, -0.1], [0.0, 0.0, 0.0], [-0.1, 0.0, 0.1], [0.1, 0.0, 0.1], [0.0, 0.0, 0.0], [0.0, 0.0, 0.0], [0.0, -0.1, 0.0], [-0.2, 0.3, 0.1], [0.2, -0.3, 0.0], [-0.4, -0.1, 0.6], [0.0, 0.0, 0.0], [0.1, 0.0, -0.4], [0.0, -0.2, 0.3], [0.0, 0.0, 0.0], [0.4, 0.8, -0.4], [0.2, -0.1, 0.1], [-1.5, 0.4, 0.2], [0.0, -0.1, 0.0], [0.1, 0.0, 0.3], [0.1, -0.2, 0.2], [0.0, 0.0, 0.0], [0.1, 0.1, -0.1], [0.0, -0.1, 0.4], [0.0, 0.0, 0.0], [-0.5, 0.0, -0.1], [0.0, 0.0, 0.0], [0.0, 0.0, 0.0], [0.1, 0.0, 0.0], [-0.2, 0.3, -0.1], [0.0, 0.0, 0.0], [0.0, -0.1, 0.0], [0.2, 0.9, 0.2], [0.0, 0.0, 0.0], [0.0, 0.0, 0.0], [0.0, 0.1, -0.1], [0.3, 0.2, 0.0], [0.1, -0.2, 0.1], [0.4, 0.2, -0.2], [0.0, -2.5, -0.7], [0.1, 1.2, 1.0], [-0.1, -0.5, 0.4], [0.3, 0.8, -1.7], [-0.5, -0.4, -0.6], [0.0, 0.1, 0.0], [0.0, 0.0, -0.2], [-0.1, 0.2, -0.1], [0.4, -2.5, -1.1], [0.0, 0.1, 0.0], [0.9, -0.9, -0.1], [0.0, 0.0, 0.0], [-0.2, 0.1, -0.2], [-1.4, -0.2, 0.0], [0.0, 0.0, 0.0], [0.0, 0.0, -0.1], [0.0, -0.1, 0.1], [0.0, -0.1, 0.0], [0.1, 0.0, -0.2], [-0.2, 0.0, 0.1], [0.0, 0.2, 0.0], [0.7, -0.4, 1.7], [0.0, 0.0, 0.0], [-0.3, -0.1, -0.3], [-0.1, -0.3, 0.1], [0.0, -0.1, 0.1], [-0.1, 0.0, 0.0], [1.0, 0.7, -0.1], [0.0, 0.0, 0.0], [0.0, 0.1, 0.0], [0.0, 1.3, 0.4], [-0.2, 0.1, 0.3], [-0.3, 0.5, -0.3], [0.0, 0.1, 0.0], [-0.1, -0.1, 0.2], [0.0, 0.1, 0.0], [-0.7, 1.2, -0.6], [0.1, -0.2, 0.0], [0.3, 0.6, 0.6], [0.1, -0.2, -0.1], [-0.4, 0.1, -0.2], [-0.4, 0.0, 0.0], [0.0, -0.3, 0.0], [0.3, 0.1, 0.2], [0.2, 0.0, 0.0], [0.2, 0.6, 0.4], [0.0, -0.1, -0.1], [0.2, -0.2, 0.0], [-0.3, -0.1, 0.4], [0.0, -0.5, -0.3], [0.0, 0.0, 0.0], [-0.1, -0.2, 0.1]]
}

[3]
{
  "formula": "C6H6",
  "method": "ωB97M-V/def2-TZVPD",
  "total_charge": 0,
  "e_above_lowest_kcal_mol": 196.2,
  "symbols": ["C", "C", "C", "C", "C", "C", "H", "H", "H", "H", "H", "H"],
  "positions_angstrom": [[-0.462576, 0.128489, 1.861357], [0.485765, -0.552856, -0.446497], [-1.275625, -1.894698, -1.847616], [-0.458734, -1.310882, -1.176112], [0.159917, 0.286064, 0.753803], [0.750084, 1.609981, 0.486747], [-1.993736, -2.410601, -2.438910], [-1.244756, -0.143403, 2.549472], [1.490372, -0.980434, -0.377603], [1.544949, 1.998624, 1.131594], [0.983407, 0.903500, -0.683778], [0.020933, 2.366216, 0.187543]],
  "atomic_forces_ev_per_a": [[-1.0, -0.3, 0.6], [-0.3, -0.8, 0.7], [0.1, 0.1, 0.1], [-0.1, 0.2, 0.0], [-0.3, -0.4, 0.5], [0.6, -0.2, -2.0], [0.0, 0.0, 0.0], [0.3, -0.3, -0.2], [-0.1, 0.1, -0.2], [0.0, -0.2, -0.4], [0.7, 1.9, 0.6], [0.1, -0.1, 0.1]]
}

[4]
{
  "formula": "C22H25N3O5S",
  "method": "ωB97M-V/def2-TZVPD",
  "total_charge": 0,
  "e_above_lowest_kcal_mol": 0.0,
  "smiles": "CCCCCn1c(=O)c(C(=O)Nc2nc(CC(=O)OCC)cs2)c(O)c2ccccc21",
  "symbols": ["S", "O", "O", "O", "O", "O", "N", "N", "N", "C", "C", "C", "C", "C", "C", "C", "C", "C", "C", "C", "C", "C", "C", "C", "C", "C", "C", "C", "C", "C", "C", "H", "H", "H", "H", "H", "H", "H", "H", "H", "H", "H", "H", "H", "H", "H", "H", "H", "H", "H", "H", "H", "H", "H", "H", "H"],
  "positions_angstrom": [[-2.802744, -1.657842, 1.330938], [-6.711034, 0.049179, -0.314757], [-6.191497, 2.114260, -1.025848], [0.917879, 1.560725, -0.629331], [-0.351434, -2.105603, 0.805140], [2.003136, -2.928123, 0.410128], [-0.912568, 0.028573, 0.346512], [3.006708, 0.805010, -0.991319], [-3.076174, 0.831400, 0.711669], [2.280103, -1.717158, -0.030412], [1.704722, 0.614203, -0.565215], [3.621902, -1.464757, -0.479461], [-2.207874, -0.120692, 0.740823], [4.448118, 1.926100, 1.693879], [-5.439079, 1.369381, 1.149436], [-0.019669, -0.983880, 0.389540], [-6.146146, 1.253612, -0.190672], [-4.337490, -0.896281, 1.532636], [3.962596, -0.182660, -0.960120], [5.285365, 0.017450, -1.381909], [-4.288811, 0.411289, 1.158911], [4.579636, -2.486294, -0.431271], [3.503787, 3.169045, -0.341738], [3.287141, 2.152774, -1.468205], [4.715520, 2.913369, 0.558169], [-6.271864, -0.738293, -2.573237], [5.681339, 1.742463, 2.569919], [-7.313991, -0.260569, -1.572330], [6.210667, -0.999589, -1.327057], [1.344185, -0.697048, -0.073848], [5.866381, -2.261249, -0.849737], [2.405794, 2.469427, -2.034176], [4.138220, 2.134167, -2.144697], [6.603394, -3.047500, -0.810013], [-5.563002, 0.060526, -2.777690], [5.558924, 2.561536, -0.039097], [1.034617, -2.936901, 0.677556], [7.220453, -0.809371, -1.658903], [3.621563, 2.300023, 2.302332], [6.506667, 1.341820, 1.984635], [-0.577647, 0.934231, -0.015077], [5.472555, 1.051905, 3.383265], [4.270816, -3.448255, -0.054295], [3.617086, 4.141653, -0.824957], [-7.825123, 0.630779, -1.950807], [5.013654, 3.864513, 1.006004], [5.993062, 2.692952, 2.997393], [-5.732501, -1.593723, -2.173193], [-6.758417, -1.024870, -3.501143], [-5.071626, 2.387873, 1.262303], [-8.041973, -1.044497, -1.353930], [-6.142066, 1.117131, 1.942940], [2.599705, 3.208732, 0.267100], [-5.178829, -1.442314, 1.905514], [5.609138, 0.974351, -1.754091], [4.152863, 0.954455, 1.296957]],
  "atomic_forces_ev_per_a": [[-0.5, 0.6, 0.0], [-0.1, -0.3, 0.2], [0.0, 0.1, -0.2], [-0.1, 0.2, 0.0], [0.3, -0.2, 0.0], [0.0, 0.0, 0.0], [0.6, 0.2, -0.2], [-0.2, 0.1, -0.1], [0.5, 0.6, -0.3], [-0.4, 0.4, 0.0], [0.1, -0.2, 0.0], [0.2, 0.0, 0.0], [-0.7, -1.0, 0.5], [0.3, 0.1, 0.0], [0.0, -0.1, -0.3], [0.1, 0.4, -0.1], [0.0, 0.3, 0.3], [0.3, 0.2, -0.1], [0.1, -0.7, 0.1], [0.1, 0.2, -0.1], [-0.2, -0.7, 0.4], [-0.1, 0.1, 0.0], [0.2, -0.1, -0.1], [-0.2, 0.6, 0.0], [-0.3, -0.1, 0.1], [-0.1, 0.2, 0.4], [-0.3, -0.1, -0.1], [-0.1, 0.0, -0.5], [-0.1, 0.0, 0.0], [0.1, -0.4, 0.1], [0.0, -0.1, 0.0], [0.2, -0.1, 0.0], [-0.1, -0.1, 0.0], [0.1, -0.1, 0.0], [0.0, 0.0, -0.1], [0.1, 0.0, 0.0], [0.2, 0.2, -0.1], [0.1, 0.0, 0.0], [-0.1, 0.0, 0.0], [0.1, 0.0, 0.0], [0.0, -0.3, 0.1], [0.1, -0.1, 0.1], [0.0, -0.1, 0.0], [-0.1, 0.0, 0.0], [0.0, -0.2, 0.1], [0.1, 0.0, 0.0], [0.1, 0.1, 0.1], [0.0, -0.1, 0.0], [0.0, 0.0, -0.1], [-0.1, -0.1, 0.0], [0.1, 0.1, 0.0], [0.0, 0.1, 0.0], [0.0, 0.1, 0.0], [-0.2, -0.1, 0.1], [0.0, 0.1, 0.0], [-0.1, 0.0, 0.0]]
}

[5]
{
  "formula": "C2H8O2",
  "method": "ωB97M-V/def2-TZVPD",
  "spin_multiplicity": 2,
  "s2": 0.758,
  "total_charge": 1,
  "e_above_lowest_kcal_mol": 36.4,
  "symbols": ["O", "O", "C", "C", "H", "H", "H", "H", "H", "H", "H", "H"],
  "positions_angstrom": [[0.675890, 0.130631, 1.700717], [-1.705721, -1.216034, -1.069385], [-1.593404, 0.151070, -0.804887], [1.898532, 0.267808, 0.911795], [1.992267, 1.030602, 0.224176], [-1.241808, -1.275334, -1.928034], [-0.625535, 0.553702, -0.426433], [-1.961786, 0.714202, -1.713489], [2.741069, 0.336263, 1.595787], [2.100014, -0.593810, 0.341344], [-2.263088, 0.286833, 0.003559], [-0.016431, -0.385933, 1.164849]],
  "atomic_forces_ev_per_a": [[0.0, -0.2, -2.4], [1.7, 0.6, -0.8], [-1.8, 0.1, -0.4], [0.2, -1.9, 2.9], [-0.7, 2.5, -1.3], [-0.4, -1.0, 0.2], [0.4, -0.2, -0.5], [0.8, -0.1, 0.9], [-0.3, 0.4, 0.5], [-0.4, -1.6, -0.8], [-0.8, 0.7, 0.8], [1.2, 0.6, 1.0]]
}